Entry from the Open Molecules 2025 dataset: C18H27Cl2N2O4Pd as an isolated structure (ωB97M-V/def2-TZVPD).

```
54
Properties=species:S:1:pos:R:3:nbo_charge:R:1
O -0.23 -0.02 0.01 -0.94
C 0.25 -0.38 -1.23 0.09
C -0.70 -1.42 -1.89 -0.02
C -1.56 -2.21 -1.13 -0.17
H -1.56 -2.10 -0.04 0.26
C -2.39 -3.16 -1.74 -0.24
H -3.09 -3.72 -1.12 0.20
C -2.30 -3.38 -3.12 -0.25
H -2.92 -4.15 -3.60 0.20
C -1.39 -2.62 -3.88 -0.24
H -1.30 -2.79 -4.96 0.19
C -0.62 -1.63 -3.27 -0.21
H 0.09 -1.02 -3.83 0.20
H 0.20 0.53 -1.87 0.12
C 2.75 0.26 -1.17 -0.67
C 1.72 -0.82 -1.25 0.00
H 3.70 -0.08 -1.61 0.20
H 2.97 0.49 -0.12 0.26
H 2.43 1.18 -1.68 0.19
C 2.02 -2.12 -1.27 -0.17
C 3.39 -2.68 -1.12 -0.65
H 1.23 -2.86 -1.38 0.20
H 3.68 -3.26 -2.00 0.19
H 3.42 -3.36 -0.26 0.23
H 4.13 -1.89 -0.95 0.21
Pd 0.65 -0.27 1.91 1.03
Cl -0.70 -2.19 2.14 -0.68
Cl 2.84 -1.23 1.80 -0.64
H -4.93 0.21 0.61 0.17
H -4.46 -0.44 3.16 0.17
C -3.91 -0.19 0.50 -0.40
C -3.41 -0.61 2.90 -0.42
N -3.11 0.11 1.67 -0.42
H -3.44 0.29 -0.36 0.22
C -2.15 1.04 1.59 0.58
O -1.24 1.20 2.43 -0.71
H -2.75 -0.27 3.70 0.24
H -2.21 1.67 0.68 0.12
H -3.97 -1.27 0.33 0.22
H -3.25 -1.68 2.74 0.23
H 2.91 4.63 2.20 0.19
H 0.80 5.77 1.01 0.19
C 2.93 4.06 1.26 -0.42
C 0.86 4.97 0.26 -0.40
N 1.58 3.82 0.79 -0.42
H 3.44 3.10 1.43 0.26
C 0.98 2.64 1.02 0.56
O 1.61 1.70 1.57 -0.66
H -0.16 4.66 0.00 0.22
H -0.07 2.57 0.70 0.17
H 3.46 4.65 0.51 0.19
H 1.36 5.37 -0.62 0.19
O 1.37 -0.63 4.83 -0.51
C 1.08 -0.47 3.73 0.57
```

Summary:
Net charge = -1
Total energy = -2160.8739 hartree
Energy relative to the best compared isomer or geometry (same formula, charge and spin) = 0.0 kJ/mol
<S²> = 2.0078
2S+1 = 3



Entry from the Open Molecules 2025 dataset: C18H27ClNO4P2Pb as an isolated structure (ωB97M-V/def2-TZVPD).

```
54
Properties=species:S:1:pos:R:3:nbo_charge:R:1
Pb 0.21 1.14 0.15 1.07
P 2.60 -0.47 -0.32 0.90
C 2.49 -0.31 -2.11 -0.95
C 1.27 -0.94 -2.69 0.27
N 0.06 -0.55 -2.19 -0.55
C -1.06 -1.14 -2.61 0.24
C -1.06 -2.17 -3.57 -0.27
C 0.16 -2.57 -4.10 -0.12
C 1.34 -1.95 -3.67 -0.26
C -2.38 -0.68 -2.00 -0.76
P -2.21 0.95 -1.20 0.89
H 2.33 -2.25 -4.03 0.23
H -2.01 -2.60 -3.88 0.23
H 0.21 -3.35 -4.87 0.23
H -3.12 -0.63 -2.81 0.25
H -2.73 -1.41 -1.25 0.27
H 2.41 1.01 -2.48 0.40
H 3.41 -0.63 -2.59 0.24
H 1.51 2.64 -2.49 0.51
O 2.34 2.12 -2.97 -0.91
H 3.17 2.60 -2.77 0.50
H 0.02 2.98 -1.14 0.47
O 0.39 3.34 -2.03 -0.92
H 0.49 4.31 -1.89 0.52
C -2.56 2.05 -2.60 -0.94
H -3.53 1.77 -3.05 0.25
H -2.62 3.09 -2.27 0.25
H -1.78 1.99 -3.37 0.26
C -3.67 1.05 -0.14 -0.95
H -3.58 1.94 0.50 0.26
H -4.59 1.12 -0.74 0.24
H -3.72 0.16 0.50 0.26
C 2.26 -2.22 0.11 -0.95
H 3.14 -2.85 -0.08 0.24
H 2.01 -2.27 1.18 0.25
H 1.41 -2.62 -0.46 0.25
C 4.38 -0.29 0.05 -0.93
H 4.47 -0.08 1.13 0.25
H 4.93 -1.21 -0.19 0.25
H 4.79 0.56 -0.52 0.24
Cl -0.80 -0.84 8.48 0.05
C -0.84 -0.49 6.80 -0.02
C -0.76 -1.54 5.87 -0.22
C -0.75 -1.26 4.51 -0.15
C -0.82 0.06 4.07 -0.21
C -0.94 1.11 4.99 -0.10
C -0.93 0.84 6.36 -0.25
C -0.72 0.35 2.61 0.78
O -0.42 -0.58 1.77 -0.74
O -0.86 1.57 2.25 -0.76
H -0.69 -2.56 6.22 0.23
H -0.65 -2.06 3.78 0.24
H -1.00 2.14 4.64 0.23
H -0.98 1.63 7.09 0.23
```

Summary:
Net charge = +1
Total energy = -2393.3717 hartree
Energy relative to the best compared isomer or geometry (same formula, charge and spin) = 6.4 kJ/mol
2S+1 = 1



Entry from the Open Molecules 2025 dataset: a 7-piece molecular cluster, C18H27IO9 overall (ωB97M-V/def2-TZVPD).

```
55
Properties=species:S:1:pos:R:3:nbo_charge:R:1
C -3.28 1.18 0.55 -0.26
O -3.27 1.24 1.97 -0.57
C -1.95 1.30 2.50 -0.07
C -1.56 -0.01 3.16 -0.41
C -0.07 -0.01 3.54 -0.44
C 0.80 0.12 2.31 0.03
C 1.56 1.27 2.10 -0.20
C 2.33 1.41 0.95 -0.18
C 2.33 0.41 0.00 -0.08
C 1.55 -0.74 0.21 -0.12
C 0.80 -0.90 1.36 -0.19
C 1.56 -1.78 -0.86 0.56
O 1.61 -2.96 -0.66 -0.50
C 1.58 -1.19 -2.23 -0.14
C 0.85 -1.70 -3.28 -0.22
C 0.90 -1.11 -4.54 -0.14
I -0.26 -1.86 -6.11 0.18
C 1.73 -0.01 -4.75 -0.24
C 2.45 0.52 -3.70 -0.10
C 2.37 -0.05 -2.44 -0.15
C 3.08 0.51 -1.27 0.55
O 4.19 0.97 -1.36 -0.53
H -2.70 1.99 0.10 0.18
H -4.30 1.18 0.20 0.21
H -2.79 0.25 0.24 0.16
H -1.25 1.57 1.71 0.19
H -1.94 2.08 3.26 0.17
H -2.14 -0.10 4.08 0.22
H -1.75 -0.85 2.50 0.20
H 0.10 0.83 4.21 0.20
H 0.15 -0.96 4.03 0.25
H 1.55 2.08 2.81 0.22
H 2.92 2.30 0.76 0.23
H 0.21 -1.79 1.52 0.24
H 0.20 -2.56 -3.14 0.24
H 1.82 0.46 -5.72 0.23
H 3.09 1.38 -3.85 0.24
O 5.48 1.24 -4.32 -0.95
H 5.14 1.10 -3.42 0.48
H 5.95 0.43 -4.52 0.47
O -5.16 0.78 4.36 -0.95
H -6.05 1.10 4.51 0.46
H -4.83 1.31 3.63 0.49
O -0.09 -3.25 4.25 -0.94
H 0.78 -3.63 4.37 0.47
H -0.70 -3.91 4.59 0.48
O -5.87 -0.40 -0.91 -0.94
H -6.34 -0.12 -1.70 0.47
H -6.24 -1.26 -0.70 0.47
O 3.47 -3.39 -4.03 -0.94
H 3.83 -4.00 -3.38 0.47
H 3.03 -2.71 -3.51 0.47
O -1.42 3.79 0.40 -0.94
H -2.31 4.11 0.58 0.47
H -1.12 4.35 -0.33 0.47
```

Summary:
Total energy = -1676.9465 hartree
2S+1 = 1
SMILES = COCCCc1ccc2c(c1)C(=O)c1cc(I)ccc1C2=O.O.O.O.O.O.O



Entry from the Open Molecules 2025 dataset: C18H27IrNOSSb as an isolated structure (ωB97M-V/def2-TZVPD).

```
50
Properties=species:S:1:pos:R:3:nbo_charge:R:1
Ir 0.67 -1.06 -0.12 0.57
S -0.90 -0.94 3.99 0.57
C 0.47 0.09 3.95 -0.36
C 1.03 0.18 2.70 -0.33
C 0.33 -0.61 1.76 -0.11
C -0.74 -1.28 2.33 -0.36
C -1.59 -2.03 1.44 0.21
C -2.73 -2.76 1.75 -0.22
C -3.43 -3.38 0.72 -0.09
C -2.97 -3.27 -0.59 -0.24
C -1.83 -2.54 -0.83 0.06
N -1.16 -1.93 0.16 -0.45
H 0.80 0.57 4.85 0.27
H 1.91 0.78 2.49 0.24
H -3.05 -2.84 2.77 0.25
H -4.32 -3.95 0.94 0.26
H -3.49 -3.74 -1.41 0.26
H -1.42 -2.44 -1.83 0.22
C -3.00 1.11 0.59 -0.62
C -1.75 1.99 0.50 -0.73
Sb -0.18 1.26 -0.73 1.58
C -0.80 1.40 -2.77 -0.73
C -2.14 0.75 -3.08 -0.62
C 1.46 2.58 -0.48 -0.73
C 1.19 3.96 -1.06 -0.63
H -3.73 1.60 1.23 0.25
H -2.78 0.14 1.02 0.20
H -3.47 0.97 -0.39 0.22
H -1.30 2.14 1.48 0.25
H -1.98 2.97 0.08 0.25
H 0.02 1.00 -3.37 0.25
H -0.83 2.48 -2.95 0.25
H -2.19 -0.29 -2.76 0.20
H -2.31 0.77 -4.16 0.25
H -2.96 1.29 -2.62 0.22
H 2.32 2.09 -0.94 0.24
H 1.64 2.62 0.60 0.24
H 1.05 3.92 -2.14 0.22
H 2.03 4.62 -0.86 0.25
H 0.30 4.43 -0.62 0.22
C 4.93 -0.55 -0.93 -0.73
C 3.66 -1.01 -0.32 0.69
C 3.69 -2.10 0.69 -0.74
O 2.59 -0.47 -0.68 -0.62
H 5.48 -1.40 -1.33 0.28
H 5.56 -0.12 -0.14 0.28
H 4.76 0.19 -1.71 0.26
H 4.50 -1.94 1.40 0.28
H 3.91 -3.04 0.17 0.28
H 2.75 -2.19 1.23 0.23
```

Summary:
Net charge = +2
Total energy = -1574.2774 hartree
Energy relative to the best compared isomer or geometry (same formula, charge and spin) = 0.0 kJ/mol
2S+1 = 1



Entry from the Open Molecules 2025 dataset: a 2-piece molecular cluster, C18H27N2 overall (ωB97M-V/def2-TZVPD).

```
47
Properties=species:S:1:pos:R:3:nbo_charge:R:1
C 2.20 -2.81 1.77 -0.44
C 1.27 -1.61 1.55 -0.23
N 0.67 -1.66 0.18 -0.46
C -0.11 -2.91 -0.03 -0.23
C 0.79 -4.14 0.16 -0.44
C 2.23 -3.67 0.48 -0.20
C 2.72 -2.78 -0.69 -0.44
C 1.75 -1.58 -0.84 -0.23
H 3.22 -2.48 2.02 0.21
H 1.87 -3.42 2.62 0.21
H 0.45 -1.59 2.29 0.19
H 1.80 -0.66 1.67 0.20
H -0.96 -2.91 0.67 0.19
H -0.55 -2.88 -1.03 0.20
H 0.42 -4.78 0.97 0.21
H 0.79 -4.77 -0.74 0.21
H 2.90 -4.53 0.61 0.23
H 3.74 -2.43 -0.50 0.21
H 2.76 -3.36 -1.62 0.21
H 1.29 -1.56 -1.84 0.20
H 2.27 -0.62 -0.73 0.19
C -2.21 3.42 2.23 -0.42
C -2.39 2.08 2.98 -0.41
C -2.32 1.00 1.89 -0.23
N -1.54 1.59 0.76 -0.29
C -1.49 0.99 -0.48 0.32
C -0.80 1.55 -1.59 -0.21
C 0.37 2.33 -1.41 -0.07
C 0.97 2.95 -2.48 -0.24
C 0.44 2.83 -3.76 -0.11
C -0.68 2.04 -3.97 -0.22
C -1.28 1.38 -2.92 -0.11
C -1.48 3.07 0.93 -0.23
H -3.20 3.86 2.00 0.22
H -1.67 4.17 2.82 0.24
H -1.57 1.95 3.70 0.22
H -3.32 2.05 3.55 0.25
H -1.85 0.08 2.24 0.24
H -3.32 0.75 1.53 0.21
H -2.14 0.15 -0.63 0.23
H 0.80 2.40 -0.43 0.21
H 1.86 3.53 -2.32 0.24
H 0.90 3.35 -4.58 0.24
H -1.10 1.96 -4.96 0.24
H -2.14 0.77 -3.09 0.23
H -1.94 3.54 0.05 0.23
H -0.43 3.38 0.95 0.22
```

Summary:
Net charge = +1
Total energy = -811.3370 hartree
Energy relative to the best compared isomer or geometry (same formula, charge and spin) = 209.6 kJ/mol
2S+1 = 1



Entry from the Open Molecules 2025 dataset: a 2-piece molecular cluster, C18H27N2 overall (ωB97M-V/def2-TZVPD).

```
47
Properties=species:S:1:pos:R:3:nbo_charge:R:1
C -2.74 -0.66 1.95 -0.39
C -1.93 0.59 2.28 -0.40
C -0.89 0.90 1.20 -0.45
C 0.42 0.19 1.51 0.52
N 1.44 0.89 1.89 -0.59
C 2.71 0.14 1.87 -0.25
C 2.60 -1.25 2.41 -0.42
C 1.56 -1.99 1.59 -0.20
N 0.39 -1.16 1.41 -0.44
C -0.77 -1.90 0.89 -0.21
C -1.92 -1.94 1.89 -0.41
H -3.53 -0.78 2.70 0.22
H -3.23 -0.52 0.98 0.20
H -2.61 1.45 2.39 0.21
H -1.44 0.47 3.25 0.21
H -1.24 0.61 0.20 0.22
H -0.69 1.97 1.17 0.22
H 3.07 0.09 0.83 0.19
H 3.43 0.68 2.46 0.20
H 3.56 -1.77 2.33 0.23
H 2.29 -1.23 3.46 0.21
H 2.00 -2.22 0.59 0.19
H 1.27 -2.94 2.08 0.21
H -1.11 -1.45 -0.06 0.20
H -0.43 -2.92 0.70 0.22
H -1.53 -2.18 2.89 0.21
H -2.57 -2.79 1.61 0.22
C 2.49 3.17 2.79 -0.74
C 1.15 3.51 2.34 0.55
C 0.30 4.06 3.43 -0.73
C 0.91 4.03 1.03 -0.27
C -0.29 4.73 0.67 -0.09
C -0.46 5.26 -0.61 -0.23
C 0.55 5.13 -1.57 -0.09
C 1.75 4.49 -1.23 -0.24
C 1.93 3.94 0.04 -0.02
H 2.93 2.35 2.22 0.28
H 3.15 4.03 2.68 0.26
H 2.45 2.85 3.85 0.24
H -0.74 4.27 3.19 0.24
H 0.31 3.44 4.32 0.26
H 0.78 5.02 3.71 0.29
H -1.04 4.94 1.42 0.22
H -1.36 5.83 -0.83 0.24
H 0.39 5.49 -2.58 0.24
H 2.58 4.46 -1.94 0.24
H 2.90 3.53 0.33 0.22
```

Summary:
Net charge = +1
Total energy = -811.3123 hartree
Energy relative to the best compared isomer or geometry (same formula, charge and spin) = 274.5 kJ/mol
2S+1 = 1



Entry from the Open Molecules 2025 dataset: a 2-piece molecular cluster, C18H27N2O2 overall (ωB97M-V/def2-TZVPD).

```
49
Properties=species:S:1:pos:R:3:nbo_charge:R:1
C -5.65 -1.56 -3.94 -0.27
O -5.01 -2.40 -2.94 -0.45
C -3.66 -2.32 -2.80 0.42
C -3.07 -3.14 -1.80 -0.28
C -1.71 -3.09 -1.61 -0.07
C -0.90 -2.23 -2.40 -0.24
C 0.49 -2.21 -2.12 0.46
O 1.28 -1.48 -2.85 -0.41
C 2.70 -1.57 -2.65 -0.27
C -1.49 -1.43 -3.41 -0.08
C -2.85 -1.47 -3.61 -0.27
H -6.71 -1.80 -3.84 0.23
H -5.48 -0.49 -3.73 0.20
H -5.29 -1.81 -4.95 0.20
H -3.72 -3.78 -1.22 0.26
H -1.22 -3.70 -0.86 0.23
H 0.94 -2.88 -1.38 0.20
H 3.14 -0.86 -3.36 0.23
H 2.96 -1.29 -1.62 0.21
H 3.07 -2.59 -2.85 0.21
H -0.86 -0.79 -4.02 0.24
H -3.31 -0.85 -4.38 0.24
C 4.03 1.78 2.54 -0.39
C 3.41 0.68 1.67 -0.40
C 2.32 1.22 0.74 -0.44
C 0.93 1.26 1.40 0.47
N 0.02 0.50 0.90 -0.57
C -1.32 0.66 1.48 -0.24
C -1.29 0.99 2.95 -0.43
C -0.45 2.22 3.18 -0.20
N 0.80 2.09 2.46 -0.45
C 1.85 3.04 2.85 -0.21
C 3.05 2.38 3.53 -0.41
H 4.88 1.36 3.09 0.22
H 4.42 2.57 1.88 0.20
H 4.19 0.22 1.06 0.21
H 3.01 -0.12 2.31 0.21
H 2.58 2.22 0.37 0.21
H 2.22 0.55 -0.13 0.21
H -1.88 1.46 0.96 0.18
H -1.82 -0.30 1.31 0.19
H -2.30 1.18 3.34 0.22
H -0.87 0.16 3.51 0.20
H -0.98 3.12 2.82 0.18
H -0.23 2.37 4.24 0.21
H 2.18 3.61 1.96 0.19
H 1.39 3.75 3.55 0.22
H 2.70 1.61 4.22 0.21
H 3.55 3.15 4.13 0.22
```

Summary:
Net charge = +1
Total energy = -961.8018 hartree
Energy relative to the best compared isomer or geometry (same formula, charge and spin) = 0.0 kJ/mol
2S+1 = 1



Entry from the Open Molecules 2025 dataset: one molecule with the formula C18H27N3O3 (ωB97M-V/def2-TZVPD).

```
51
Properties=species:S:1:pos:R:3:nbo_charge:R:1
C 2.11 2.80 -1.96 -0.62
C 0.69 3.12 -1.51 -0.09
O 0.76 4.13 -0.51 -0.56
C -0.48 4.69 -0.14 -0.06
C -1.30 3.83 0.83 -0.44
C -0.58 3.66 2.17 -0.23
N 0.57 2.80 2.00 -0.61
C 0.69 1.61 2.60 0.67
O -0.02 1.24 3.52 -0.65
C 1.78 0.70 2.03 -0.29
N 1.18 -0.56 1.65 -0.44
C 1.00 -1.61 2.64 -0.22
C 0.02 -2.55 1.94 -0.21
N -0.59 -1.69 0.95 -0.43
C -1.65 -2.14 0.08 -0.23
C -1.17 -3.18 -0.91 -0.05
C -1.17 -4.51 -0.51 -0.20
C -0.69 -5.51 -1.34 -0.22
C -0.22 -5.17 -2.60 -0.21
C -0.23 -3.85 -3.00 -0.20
C -0.70 -2.84 -2.18 0.01
C -0.72 -1.42 -2.67 -0.66
C 0.11 -0.54 0.78 0.80
O -0.14 0.34 -0.01 -0.70
H 2.70 2.43 -1.12 0.20
H 2.59 3.70 -2.34 0.21
H 2.09 2.04 -2.73 0.21
H 0.22 2.21 -1.11 0.21
H 0.10 3.48 -2.36 0.16
H -1.08 4.89 -1.04 0.17
H -0.24 5.65 0.33 0.18
H -2.26 4.33 1.00 0.21
H -1.49 2.85 0.40 0.22
H -0.26 4.63 2.56 0.19
H -1.23 3.18 2.91 0.24
H 1.13 3.02 1.18 0.42
H 2.25 1.15 1.15 0.21
H 2.55 0.50 2.79 0.23
H 0.56 -1.19 3.55 0.22
H 1.95 -2.08 2.87 0.20
H 0.54 -3.39 1.45 0.19
H -0.74 -2.96 2.62 0.20
H -2.02 -1.25 -0.43 0.24
H -2.45 -2.55 0.70 0.20
H -1.55 -4.77 0.47 0.20
H -0.70 -6.54 -1.02 0.21
H 0.16 -5.94 -3.26 0.21
H 0.14 -3.59 -3.99 0.21
H -0.14 -1.33 -3.59 0.21
H -0.32 -0.73 -1.94 0.25
H -1.74 -1.12 -2.89 0.22
```

Summary:
Total energy = -1092.1311 hartree
Energy relative to the best compared isomer or geometry (same formula, charge and spin) = 93.4 kJ/mol
2S+1 = 1
SMILES = CCOCCCNC(=O)CN1CCN(Cc2ccccc2C)C1=O